Record 1
A structure of composition C33H38AsF6IrN3OSbSe at a distorted geometry. Source: the Open Molecules 2025 dataset; level of theory: ωB97M-V/def2-TZVPD.

Each line ends with the Löwdin charge.
Geometry (Å):
Ir -15.185 11.472 7.449  1.4386
Se -13.812 13.533 5.296  1.2846
N -15.382 12.975 6.206  -0.3769
C -16.406 13.721 5.802  -0.3217
C -17.781 13.557 6.155  -0.0172
C -18.672 14.406 5.628  -0.0648
C -18.331 15.390 4.707  -0.0694
C -17.063 15.556 4.268  0.0147
C -16.044 14.694 4.821  -0.3319
N -14.763 14.647 4.377  -0.2359
H -18.117 12.713 6.759  0.0952
H -19.720 14.284 5.881  0.1233
H -19.092 15.946 4.269  0.0969
H -16.802 16.236 3.459  0.1271
F -14.949 9.614 8.097  -0.5695
Sb -10.302 6.197 9.075  1.5561
F -11.147 7.237 10.442  -0.5100
F -12.655 7.548 7.658  -0.0332
F -9.600 7.676 8.128  -0.4880
F -14.087 7.886 9.759  -0.2914
F -8.740 5.835 10.035  -0.4946
C -16.027 11.276 15.364  -0.0440
C -15.943 10.707 14.002  -0.2393
C -14.801 10.737 13.218  0.0127
C -14.713 10.127 11.928  -0.2457
C -13.398 10.262 11.184  -0.0479
C -15.830 9.458 11.445  -0.2503
As -15.714 8.440 9.805  1.4836
N -16.806 11.518 8.361  -0.1230
C -17.213 12.172 9.463  -0.4204
C -18.595 12.121 9.814  -0.0428
C -19.063 12.839 10.864  -0.0730
C -18.166 13.615 11.605  -0.0739
C -16.827 13.713 11.289  -0.0547
C -16.346 13.012 10.173  -0.0306
C -16.782 6.825 9.786  -0.2679
C -17.876 6.844 8.860  -0.2699
C -18.042 8.025 7.900  -0.0633
C -18.679 5.715 8.806  0.0155
C -18.518 4.625 9.724  -0.2459
C -19.415 3.424 9.645  -0.0308
C -17.451 4.635 10.559  0.0021
C -16.567 5.764 10.649  -0.2738
C -15.424 5.650 11.581  -0.0522
C -17.053 9.477 12.160  -0.2316
C -18.360 8.788 11.747  -0.0343
C -17.074 10.024 13.454  0.0165
H -15.189 11.933 15.680  0.0979
H -16.037 10.500 16.143  0.0982
H -16.955 11.775 15.499  0.0697
H -13.916 11.291 13.548  0.1264
H -12.864 11.129 11.496  0.0787
H -13.621 10.405 10.105  0.0386
H -12.746 9.402 11.316  0.0847
H -19.273 11.455 9.285  0.1132
H -20.110 12.923 11.150  0.1168
H -18.494 14.181 12.434  0.0960
H -16.191 14.414 11.820  0.1138
H -15.346 13.084 9.819  0.0797
H -17.933 9.009 8.351  0.0280
H -18.970 8.005 7.399  0.0667
H -17.254 7.923 7.127  0.0997
H -19.478 5.655 8.045  0.1337
H -20.408 3.730 9.893  0.0787
H -19.113 2.732 10.414  0.0748
H -19.398 2.931 8.666  0.0984
H -17.217 3.776 11.166  0.1175
H -15.375 4.618 11.999  0.0927
H -15.658 6.224 12.505  0.0994
H -14.419 5.960 11.167  0.0934
H -18.783 9.056 10.782  0.0718
H -19.143 8.987 12.482  0.0865
H -18.308 7.736 11.720  0.0540
H -18.009 9.968 13.955  0.1076
C -11.668 10.365 8.032  -0.0533
C -12.355 10.591 6.726  -0.4122
C -11.745 10.246 5.425  -0.0463
O -13.340 11.589 6.614  -0.5767
H -10.731 9.897 7.907  0.0548
H -12.260 9.802 8.751  0.0299
H -11.429 11.327 8.473  0.0918
H -13.010 8.176 8.107  -0.0707
H -11.171 11.075 5.020  0.0893
H -12.436 9.847 4.747  0.0682
H -11.036 9.495 5.595  0.0615

Molecular weight   1074.53 g mol⁻¹
Charge   +1
Spin multiplicity   6
Energy relative to the best compared isomer or geometry (same formula, charge and spin)   24.19 kcal per mole
LUMO level (spin up / spin down)   -3.79 / -4.71 eV
Orbital gap (spin up / spin down)   4.9 / 6.9 eV
E   -193212.7047 eV



Record 2
A structure of composition C33H38BrN5O3Pb. Source: the Open Molecules 2025 dataset; level of theory: ωB97M-V/def2-TZVPD.

Each line ends with the Löwdin charge.
Geometry (Å):
Pb -0.091 0.452 0.572  1.5770
C -3.604 -0.358 -0.207  -0.0380
C -3.368 -0.825 -1.648  -0.3531
C -2.491 0.139 -2.448  -0.0574
C -2.972 -2.287 -1.649  -0.0652
C -3.948 -3.212 -1.932  0.0143
C -3.680 -4.579 -1.904  0.0550
C -2.423 -5.081 -1.567  0.0116
C -1.373 -4.236 -1.315  -0.0753
C -0.082 -4.810 -0.782  -0.3821
C -0.349 -5.542 0.542  -0.0339
C 0.579 -5.748 -1.797  -0.0348
C -1.618 -2.799 -1.437  -0.1155
N -0.649 -1.894 -1.444  0.1370
C 0.562 -2.194 -1.943  -0.0630
C 1.709 -1.448 -1.829  -0.1984
C 2.918 -1.836 -2.565  0.0354
C 3.855 -0.938 -2.250  0.0589
C 3.219 0.003 -1.289  -0.1815
N 1.971 -0.319 -1.048  0.0688
C 3.947 1.141 -0.662  -0.5389
C 4.999 0.516 0.280  -0.0023
C 3.019 2.055 0.127  -0.0469
C 4.661 1.938 -1.768  -0.0152
H -3.907 0.689 -0.201  0.0968
H -2.716 -0.461 0.420  0.0195
H -4.388 -0.940 0.277  0.0975
H -4.347 -0.816 -2.132  0.1377
H -1.522 0.307 -1.981  0.0108
H -3.003 1.100 -2.515  0.0937
H -2.319 -0.215 -3.465  0.0961
H -4.948 -2.877 -2.172  0.1360
H -4.483 -5.274 -2.116  0.1382
H -2.290 -6.151 -1.484  0.1327
H 0.612 -4.000 -0.559  0.1141
H -0.962 -6.429 0.388  0.0880
H -0.854 -4.901 1.265  0.0914
H 0.597 -5.864 0.975  0.0949
H -0.059 -6.604 -2.015  0.0902
H 1.513 -6.132 -1.387  0.0971
H 0.801 -5.255 -2.745  0.0781
H 0.653 -3.078 -2.570  0.1289
H 2.987 -2.676 -3.238  0.1320
H 4.874 -0.883 -2.594  0.1297
H 4.527 -0.049 1.084  0.0989
H 5.581 1.324 0.724  0.1049
H 5.690 -0.138 -0.253  0.0931
H 2.543 1.536 0.960  0.0459
H 2.263 2.509 -0.516  0.0682
H 3.600 2.866 0.567  0.1085
H 5.410 1.343 -2.289  0.0870
H 5.175 2.782 -1.309  0.1024
H 3.957 2.332 -2.501  0.0985
Br 2.971 0.694 7.654  0.7946
C 1.352 0.886 6.716  -0.6616
C 0.165 1.099 7.415  -0.1511
N -1.013 1.248 6.823  0.0971
C -1.048 1.186 5.500  -0.0679
C 0.080 0.976 4.715  -0.1238
C 1.319 0.822 5.337  -0.0385
C -0.040 0.919 3.248  -0.6193
O -1.153 1.016 2.669  -0.1390
O 1.013 0.740 2.533  -0.1936
H 0.178 1.148 8.497  0.1146
H -2.017 1.309 5.031  0.1252
H 2.216 0.660 4.757  0.1171
N -2.540 7.410 -0.632  0.1971
C -2.436 6.326 -1.426  -0.4990
O -2.908 6.233 -2.536  0.0981
C -1.695 5.136 -0.853  -0.0949
C -0.986 4.337 -1.746  0.0325
C -0.402 3.183 -1.278  -0.1351
N -0.502 2.790 0.001  -0.0868
C -1.175 3.559 0.864  -0.0903
C -1.777 4.745 0.474  0.0304
H -3.019 8.218 -0.997  0.1302
H -2.024 7.505 0.224  0.1100
H -0.921 4.618 -2.787  0.1356
H 0.161 2.534 -1.940  0.1131
H -1.246 3.199 1.880  0.1090
H -2.329 5.322 1.204  0.1289

Molecular weight   839.80 g mol⁻¹
Charge   +2
Spin multiplicity   1
Energy relative to the best compared isomer or geometry (same formula, charge and spin)   3.11 kcal per mole
LUMO level (spin up / spin down)   -9.13 / -9.13 eV
Orbital gap (spin up / spin down)   4.0 / 4.0 eV
E   -123706.8584 eV



Record 3
A structure of composition C33H38Cl3FGeIrN6O3 at a distorted geometry. Source: the Open Molecules 2025 dataset; level of theory: ωB97M-V/def2-TZVPD.

Each line ends with the Löwdin charge.
Geometry (Å):
Ir -0.111 0.460 -0.171  1.2608
C -1.056 3.175 0.886  -0.0883
N -1.124 1.733 1.227  -0.3124
C -2.551 1.318 1.285  -0.0488
C -0.400 1.492 2.489  -0.2177
C -0.969 1.747 3.723  -0.0231
C -0.275 1.410 4.877  -0.0844
C 0.966 0.789 4.763  -0.0826
C 1.546 0.560 3.524  -0.0239
C 0.891 0.973 2.360  -0.2314
N 1.330 0.779 1.053  -0.1291
C 2.615 0.403 0.672  -0.2093
C 3.793 0.695 1.362  -0.0177
C 4.994 0.166 0.922  -0.0596
C 5.052 -0.650 -0.205  -0.0655
C 3.899 -0.878 -0.938  -0.0248
C 2.700 -0.332 -0.508  -0.1938
N 1.479 -0.438 -1.338  -0.2989
C 1.151 -1.840 -1.704  -0.0374
C 1.740 0.301 -2.606  -0.0976
H -1.503 3.748 1.701  0.1068
H -1.598 3.372 -0.029  0.0413
H -0.013 3.465 0.770  0.1006
H -3.127 1.983 1.932  0.0976
H -2.607 0.302 1.665  0.0898
H -2.968 1.360 0.280  0.0622
H -1.950 2.200 3.790  0.1173
H -0.705 1.614 5.848  0.1043
H 1.493 0.473 5.654  0.1093
H 2.490 0.038 3.455  0.1084
H 3.768 1.352 2.220  0.1169
H 5.902 0.401 1.462  0.1138
H 5.990 -1.079 -0.525  0.1106
H 3.945 -1.464 -1.848  0.1153
H 1.943 -2.280 -2.312  0.1006
H 0.233 -1.853 -2.282  0.0748
H 1.032 -2.422 -0.791  0.1032
H 2.596 -0.151 -3.109  0.1020
H 1.962 1.339 -2.383  0.0846
H 0.876 0.242 -3.261  0.0348
F -0.973 -2.538 5.915  0.0722
C -1.482 -2.967 4.738  -0.1730
C -1.142 -2.316 3.593  0.1121
C -1.619 -2.793 2.364  -0.0372
C -1.307 -2.067 1.140  -0.2662
O -0.490 -1.125 1.212  -0.0727
C -1.973 -2.517 -0.036  -0.0163
C -2.696 -3.682 0.007  0.0728
N -2.876 -4.416 1.109  0.0269
C -3.636 -5.654 1.017  -0.2515
C -2.954 -6.936 1.384  -0.0890
C -3.258 -6.631 -0.051  -0.0665
C -2.408 -3.946 2.337  -0.1002
C -2.763 -4.583 3.531  0.0759
C -2.321 -4.100 4.750  -0.1302
N -2.718 -4.715 5.944  -0.0859
C -2.671 -6.150 6.115  -0.1254
C -1.559 -6.537 7.084  -0.0706
N -1.786 -5.819 8.392  0.0673
C -1.829 -4.321 8.202  -0.0764
C -2.918 -4.004 7.190  -0.1240
C -1.992 -1.762 -1.310  -0.6000
O -2.325 -2.256 -2.365  0.0679
O -1.709 -0.471 -1.206  -0.4351
H -0.492 -1.447 3.623  0.1304
H -3.159 -4.054 -0.898  0.1643
H -4.686 -5.535 1.251  0.1615
H -3.540 -7.691 1.889  0.1120
H -1.918 -6.879 1.692  0.1157
H -4.057 -7.166 -0.541  0.1187
H -2.422 -6.383 -0.692  0.1174
H -3.426 -5.435 3.505  0.1223
H -2.485 -6.648 5.166  0.1322
H -3.632 -6.514 6.498  0.1416
H -0.588 -6.212 6.713  0.1453
H -1.534 -7.607 7.285  0.1427
H -1.065 -6.074 9.068  0.1887
H -2.680 -6.126 8.785  0.1849
H -0.850 -4.017 7.838  0.1325
H -2.017 -3.864 9.172  0.1448
H -2.960 -2.932 7.029  0.1413
H -3.890 -4.304 7.605  0.1420
Cl -1.544 1.471 -5.041  0.1246
Ge -1.969 0.496 -3.145  0.1328
Cl -0.632 1.998 -1.863  0.3257
Cl -3.945 1.109 -2.587  0.1951

Molecular weight   956.89 g mol⁻¹
Charge   +2
Spin multiplicity   2
Energy relative to the best compared isomer or geometry (same formula, charge and spin)   48.05 kcal per mole
LUMO level (spin up / spin down)   -5.22 / -5.73 eV
Orbital gap (spin up / spin down)   5.9 / 5.4 eV
E   -149549.7929 eV



Record 4
A structure of composition C33H38Cl3FGeIrN6O3 at a distorted geometry. Source: the Open Molecules 2025 dataset; level of theory: ωB97M-V/def2-TZVPD.

Each line ends with the Löwdin charge.
Geometry (Å):
Ir 0.205 -1.828 -2.700  1.2369
C 1.921 -1.279 -5.251  -0.0875
N 1.589 -0.723 -3.909  -0.3099
C 1.093 0.661 -4.114  -0.0436
C 2.834 -0.712 -3.094  -0.1944
C 3.874 0.140 -3.418  -0.0319
C 4.991 0.222 -2.602  -0.0745
C 5.024 -0.530 -1.438  -0.0722
C 4.002 -1.407 -1.118  -0.0164
C 2.912 -1.579 -1.984  -0.2130
N 1.848 -2.436 -1.796  -0.1089
C 1.635 -3.308 -0.747  -0.2116
C 2.627 -3.920 0.029  -0.0187
C 2.287 -4.684 1.132  -0.0683
C 0.964 -4.874 1.497  -0.0775
C -0.037 -4.347 0.694  -0.0371
C 0.288 -3.594 -0.419  -0.1944
N -0.773 -3.189 -1.382  -0.3041
C -1.966 -2.604 -0.723  -0.0484
C -1.232 -4.454 -2.039  -0.0931
H 2.737 -0.693 -5.673  0.1001
H 1.062 -1.218 -5.913  0.0568
H 2.236 -2.314 -5.151  0.0898
H 1.804 1.249 -4.695  0.0993
H 0.949 1.138 -3.146  0.0990
H 0.154 0.624 -4.664  0.0807
H 3.813 0.762 -4.302  0.1135
H 5.809 0.878 -2.861  0.1091
H 5.862 -0.432 -0.761  0.1114
H 4.046 -1.949 -0.188  0.0904
H 3.664 -3.830 -0.254  0.1078
H 3.077 -5.147 1.710  0.1132
H 0.711 -5.465 2.366  0.1071
H -1.073 -4.551 0.929  0.1125
H -2.489 -3.359 -0.136  0.0961
H -2.636 -2.231 -1.494  0.0822
H -1.658 -1.794 -0.066  0.0889
H -1.573 -5.137 -1.262  0.0996
H -0.404 -4.909 -2.575  0.0809
H -2.052 -4.240 -2.720  0.0558
F 1.171 0.407 3.629  0.0764
C 0.432 1.007 2.670  -0.1750
C 0.364 0.438 1.436  0.1067
C -0.466 1.006 0.459  -0.0433
C -0.536 0.400 -0.861  -0.2687
O 0.280 -0.531 -1.104  -0.0967
C -1.487 0.965 -1.760  -0.0161
C -2.151 2.107 -1.387  0.0732
N -2.046 2.698 -0.194  0.0312
C -2.756 3.938 0.070  -0.2483
C -3.927 3.924 1.011  -0.0843
C -4.143 4.116 -0.460  -0.0665
C -1.216 2.144 0.777  -0.0980
C -1.092 2.736 2.040  0.0788
C -0.266 2.185 3.006  -0.1294
N -0.131 2.791 4.257  -0.0858
C -1.270 3.283 4.999  -0.1252
C -1.513 2.425 6.238  -0.0698
N -0.254 2.384 7.067  0.0653
C 0.927 1.875 6.274  -0.0745
C 1.081 2.761 5.047  -0.1235
C -1.869 0.409 -3.095  -0.6057
O -2.446 1.079 -3.923  0.0768
O -1.616 -0.869 -3.274  -0.4141
H 0.931 -0.456 1.210  0.1482
H -2.808 2.584 -2.102  0.1560
H -2.100 4.800 0.083  0.1621
H -4.051 4.773 1.668  0.1112
H -4.218 2.968 1.425  0.1168
H -4.405 5.096 -0.830  0.1198
H -4.598 3.296 -0.997  0.1145
H -1.612 3.658 2.250  0.1191
H -2.171 3.263 4.392  0.1324
H -1.103 4.324 5.302  0.1420
H -1.735 1.394 5.967  0.1453
H -2.312 2.818 6.866  0.1429
H -0.398 1.807 7.897  0.1887
H -0.045 3.328 7.404  0.1858
H 0.699 0.848 5.997  0.1337
H 1.799 1.898 6.924  0.1452
H 1.933 2.432 4.461  0.1422
H 1.300 3.786 5.375  0.1424
Cl -3.880 -2.537 -4.615  0.1788
Ge -2.110 -1.554 -5.330  0.1500
Cl -1.881 -2.068 -7.442  0.1112
Cl -0.430 -3.077 -4.589  0.3030

Molecular weight   956.89 g mol⁻¹
Charge   +2
Spin multiplicity   2
Energy relative to the best compared isomer or geometry (same formula, charge and spin)   37.79 kcal per mole
LUMO level (spin up / spin down)   -5.35 / -5.91 eV
Orbital gap (spin up / spin down)   5.7 / 5.1 eV
E   -149550.2382 eV



Record 5
A structure of composition C33H38Cl5N5O4PSi2Tc at a distorted geometry. Source: the Open Molecules 2025 dataset; level of theory: ωB97M-V/def2-TZVPD.

Each line ends with the Löwdin charge.
Geometry (Å):
Tc -0.672 0.195 0.197  0.9044
Cl -2.415 -1.549 -0.170  0.7527
C -1.794 -1.388 -1.803  -0.6935
C -0.732 -0.498 -1.835  -0.3308
C -0.283 -0.198 -3.112  -0.6770
Cl 0.956 1.012 -3.319  0.7163
C -0.797 -0.819 -4.256  -0.7056
Cl -0.166 -0.451 -5.812  0.7003
C -1.835 -1.747 -4.141  -0.7082
Cl -2.479 -2.521 -5.529  0.7115
C -2.367 -2.026 -2.881  -0.7136
Cl -3.677 -3.113 -2.670  0.7196
N 1.110 1.443 0.169  -0.0075
N 0.855 2.651 -0.501  0.0249
C -0.377 2.941 -0.950  -0.4382
N -0.531 4.147 -1.491  0.2226
N -1.314 1.991 -0.775  0.0005
N -2.606 2.169 -1.296  -0.3917
O -3.360 1.262 -1.102  0.0756
O -2.913 3.197 -1.897  0.0509
H 1.461 1.656 1.100  0.0947
H 1.828 0.923 -0.337  0.0320
H 1.534 3.392 -0.425  0.1627
H 0.281 4.669 -1.777  0.1315
H -1.416 4.299 -1.959  0.0973
O 0.847 -2.737 2.925  -0.0171
C 0.187 -1.643 2.602  -0.4183
O 0.178 -1.264 1.441  -0.1199
C -0.461 -1.003 3.779  -0.1063
C -0.312 -1.648 5.014  0.0056
C -0.886 -1.143 6.163  -0.0395
C -1.636 0.021 6.106  -0.0349
C -1.790 0.671 4.895  -0.0689
C -1.210 0.182 3.725  -0.2955
P -1.460 1.196 2.223  1.0070
C -3.263 1.448 2.237  -0.3585
C -4.015 0.272 2.312  -0.1239
C -5.390 0.303 2.157  -0.0585
C -6.035 1.509 1.917  -0.0619
C -5.301 2.681 1.858  -0.0632
C -3.920 2.654 2.018  -0.0838
C -0.551 2.729 2.640  -0.3323
C -0.780 3.944 1.990  -0.1165
C 0.083 5.018 2.166  -0.0752
C 1.210 4.891 2.965  -0.0731
C 1.463 3.682 3.600  -0.0674
C 0.592 2.613 3.440  -0.0985
H 0.265 -2.559 5.058  0.1243
H -0.752 -1.660 7.104  0.1173
H -2.097 0.420 7.001  0.1185
H -2.376 1.581 4.844  0.1213
H -3.520 -0.676 2.493  0.0944
H -5.959 -0.616 2.217  0.1130
H -7.108 1.535 1.778  0.1117
H -5.797 3.627 1.683  0.1120
H -3.381 3.587 1.991  0.0839
H -1.620 4.064 1.323  0.0834
H -0.129 5.958 1.671  0.1116
H 1.886 5.727 3.092  0.1103
H 2.336 3.572 4.232  0.1120
H 0.801 1.681 3.954  0.1057
C 3.861 -4.204 -1.157  -0.1946
Si 2.583 -2.897 -1.499  0.6467
C 0.959 -3.592 -2.095  -0.1772
C 1.457 -3.499 1.869  0.0013
C 2.807 -1.234 -1.273  -0.3539
Si 4.217 -0.308 -0.535  0.3886
C 3.880 -0.103 1.327  -0.1795
C 5.855 -1.166 -0.796  -0.1829
C 4.278 1.414 -1.302  -0.1819
H 3.395 -5.155 -0.897  0.0322
H 4.534 -3.912 -0.349  0.0183
H 4.472 -4.364 -2.048  0.0413
H 0.940 -4.682 -2.058  0.0384
H 0.757 -3.283 -3.125  0.0376
H 0.142 -3.205 -1.482  0.0131
H 1.619 -4.490 2.278  0.1083
H 0.802 -3.544 1.002  0.0852
H 2.403 -3.041 1.587  0.0842
H 1.983 -0.633 -1.656  -0.0785
H 4.546 -0.742 1.915  0.0335
H 2.853 -0.399 1.567  -0.0029
H 4.037 0.924 1.674  0.0235
H 5.922 -2.093 -0.223  0.0190
H 6.694 -0.533 -0.494  0.0373
H 5.982 -1.411 -1.853  0.0400
H 3.294 1.759 -1.638  -0.0186
H 4.918 1.399 -2.189  0.0394
H 4.691 2.156 -0.613  0.0321

Molecular weight   931.11 g mol⁻¹
Charge   +1
Spin multiplicity   2
LUMO level (spin up / spin down)   -2.82 / -2.82 eV
Orbital gap (spin up / spin down)   7.2 / 7.2 eV
E   -140325.6108 eV